1.
# C28H30AsN5O6S4V

A structure of composition C28H30AsN5O6S4V (ωB97M-V/def2-TZVPD, OMol25).

Geometry as XYZ:
```
75
Properties=species:S:1:pos:R:3:mulliken_charge:R:1
C 1.29 0.24 -7.03 -0.65
H 3.03 -0.79 2.77 0.47
C -5.05 3.81 3.15 -1.02
C 0.70 -0.27 -5.89 -0.34
C 4.08 -0.16 0.33 -2.21
H 0.75 2.51 -3.96 0.43
H 0.08 -4.13 2.33 0.32
H 3.67 -5.01 2.61 0.46
N 0.85 -0.03 -2.41 0.45
O -2.49 1.86 5.02 -0.45
H -3.62 0.83 0.49 0.16
C -3.61 2.55 4.58 1.20
C -2.56 -0.94 0.38 0.36
C 4.45 -2.65 0.32 -0.32
H 1.66 -1.90 -1.94 -0.02
C 4.34 -3.90 0.90 -0.81
H 1.82 3.41 -5.98 0.42
C 1.51 2.38 -5.95 -0.78
C 3.39 -1.66 2.23 -0.24
H -0.99 0.53 -3.20 0.63
C -6.07 3.75 4.08 -0.86
S -2.58 -2.66 0.18 -0.23
C 3.75 -4.04 2.15 -0.49
C -0.16 -4.70 1.44 -1.32
S -0.40 1.97 -1.21 -0.09
H -4.56 -0.63 0.36 0.23
H -0.41 -1.07 -3.68 0.43
S -1.15 2.03 4.07 0.68
O -3.07 5.20 1.53 -0.56
H 3.51 0.45 -2.64 0.29
O -1.07 3.38 1.53 -0.58
H 4.06 0.64 1.06 0.82
C 0.77 0.79 -1.39 0.19
V -0.78 1.55 1.20 0.90
H 2.03 -1.28 -3.57 0.51
O -0.09 1.29 4.72 -0.59
N -3.66 -0.19 0.38 -0.26
C -5.86 3.09 5.28 -0.38
N -1.33 -0.46 0.49 0.72
H 1.04 -3.52 0.08 -0.30
C -3.80 3.22 3.37 0.16
H -0.25 -4.43 -0.70 0.36
H -4.44 1.97 6.44 0.47
C 3.97 -1.52 0.98 1.27
H -7.02 4.22 3.86 0.41
H 2.17 1.97 -7.96 0.40
H 2.84 -3.01 3.80 0.46
H 4.96 -2.55 -0.63 0.39
C -0.83 -2.61 0.24 0.12
H -5.24 4.34 2.23 0.40
H -2.88 5.47 0.62 0.37
H -6.64 3.03 6.02 0.39
H 5.01 -0.07 -0.24 0.56
C -4.64 2.50 5.52 -0.52
H 4.73 -4.77 0.38 0.42
C 1.70 1.57 -7.07 -0.42
S 1.57 1.21 1.26 -0.37
C 0.01 -3.85 0.18 0.23
C 1.84 0.63 -0.29 0.58
C -0.12 -0.03 -3.52 -1.51
H 4.00 -1.13 -2.00 0.43
C 3.28 -2.92 2.81 -0.78
As -2.79 3.50 1.74 1.27
H -1.18 -5.07 1.54 0.42
C 0.92 1.87 -4.81 -0.16
H 0.50 -5.57 1.39 0.37
N 2.98 0.07 -0.64 0.08
H 1.43 -0.39 -7.90 0.40
N -0.36 -1.43 0.39 -0.64
H 0.37 -1.30 -5.87 0.39
C 0.50 0.54 -4.77 0.64
C 1.93 -1.01 -2.52 -0.49
C 3.20 -0.39 -2.01 -0.65
O -1.70 1.13 2.88 -0.76
O -3.33 2.52 0.53 -0.85
```

Results
- spin multiplicity = 3
- net charge = +1
- LUMO energy (spin up / spin down) (eV) = -3.92 / -4.04
- DFT total energy (eV) = -179122.6116

2.
# C28H20Cl5FN6O11W

A structure of composition C28H20Cl5FN6O11W (ωB97M-V/def2-TZVPD, OMol25).

Geometry as XYZ:
```
72
Properties=species:S:1:pos:R:3:mulliken_charge:R:1
H -6.88 9.08 -1.56 0.35
C 1.68 -0.38 4.10 -0.33
H -4.86 -0.24 -0.80 0.62
H -3.43 7.74 -0.44 0.49
C -4.23 0.64 -0.75 -0.63
O -3.23 -1.75 0.40 -0.52
C -6.35 7.57 -2.89 -0.82
C -4.02 2.96 -1.13 -0.49
Cl 4.32 -0.98 0.47 -0.15
C -5.10 6.70 -3.12 -0.56
C 2.00 -0.46 1.68 -0.35
O 1.26 1.39 -1.46 -0.56
C -3.76 7.83 -1.48 -0.74
Cl -0.46 0.05 2.41 -0.17
O 1.85 3.45 -6.60 -0.59
F -1.57 6.29 -1.33 -0.33
H -6.19 0.76 -2.20 0.58
H -5.58 4.29 -1.75 0.96
C 1.18 -0.28 2.80 0.96
C -2.40 5.23 -1.24 0.28
O -1.15 -1.08 -0.09 -0.47
H -7.21 1.25 0.01 0.36
H -4.71 9.67 -0.80 0.38
N -4.38 6.57 -1.86 0.26
C -6.09 1.76 -1.76 -1.06
N 0.68 3.45 -6.36 1.04
O -3.68 2.47 -3.93 -0.59
Cl 0.65 -0.21 5.44 -0.16
C -7.21 2.01 -0.77 -1.20
N -4.78 1.81 -1.13 0.57
N 1.53 0.51 -2.50 0.09
O -0.16 4.20 -6.81 -0.61
C -0.68 0.84 -3.32 1.54
H -5.37 5.71 -3.49 0.43
C 3.37 -0.74 1.86 0.20
H -2.88 8.08 -2.09 0.45
C -1.61 1.54 -4.11 -0.56
O -0.78 1.57 0.02 -1.09
C 3.89 -0.83 3.16 0.08
C -2.93 0.50 -0.30 1.05
N -2.98 1.48 -3.72 1.11
H -6.11 2.47 -2.59 0.51
H -6.50 8.24 -3.73 0.36
H -7.13 2.98 -0.30 0.30
H -4.45 7.17 -3.88 0.36
O -3.37 0.48 -3.12 -0.56
C -2.65 2.88 -0.75 0.82
C 0.70 0.98 -3.58 0.32
C -2.48 -0.90 0.04 0.22
O 1.25 -0.75 -2.09 -0.61
C -2.08 1.64 -0.33 1.17
H -6.22 7.72 -0.85 0.38
N -6.15 8.36 -1.65 -0.12
C -4.79 8.96 -1.63 -0.75
C 0.21 2.48 -5.37 -0.33
H -8.17 1.95 -1.29 0.44
C -3.76 5.36 -1.55 -1.71
H -7.25 6.96 -2.78 0.43
O -1.03 0.19 -2.22 -0.64
C -4.54 4.20 -1.49 -0.46
Cl 5.55 -1.15 3.37 -0.15
C -1.15 2.39 -5.12 -0.43
C -1.85 4.03 -0.85 -0.45
H 2.21 1.90 -4.83 0.58
H -1.85 2.99 -5.69 0.65
Cl 3.67 -0.84 5.84 -0.14
H -0.79 3.96 -0.62 0.66
C 3.05 -0.66 4.27 0.53
H -4.65 9.51 -2.56 0.36
C 1.16 1.78 -4.62 -0.89
O 1.45 -0.36 0.47 -0.27
W 0.12 0.08 -0.75 1.57
```

Results
- net charge = +2
- LUMO energy (eV) = -6.84
- DFT total energy (eV) = -127956.8403

Q: The lowest net charge belongs to which entry?
A: C28H30AsN5O6S4V